No. 1
Formula: C4H2FO2
Source: OMol25
Level of theory: ωB97M-V with the def2-TZVPD basis set

Geometry (Å):
C  -0.79248  -0.90637  0.95383
O  2.04586  0.27047  -2.25846
C  2.01595  0.96235  -1.34519
H  -0.69851  -1.08320  2.13454
O  2.04217  1.84669  -0.59212
C  -1.29294  0.29451  0.28550
F  -1.14633  -2.19580  0.39552
H  -2.15405  0.86569  0.48739
C  -0.01968  -0.05434  -0.06102

Computed properties:
LUMO level	0.1417	Eh
E_HOMO	-0.104	Ha
net charge	-1
electronic energy	-403.8966	Ha

So, what does the Mulliken scheme give us? The charges, in e, come out as: -0.080 -0.352 0.667 0.166 -0.370 -0.511 -0.367 0.369 -0.523

No. 2
Formula: CH17NO6
Source: OMol25
Level of theory: ωB97M-V with the def2-TZVPD basis set

Geometry (Å):
H  -0.71563  1.38496  -0.18228
O  0.39017  -0.94192  3.78098
H  -0.02144  1.94638  -2.76164
H  0.10769  -3.93568  -1.15833
H  1.51357  0.85854  -2.03134
H  -0.70012  -3.39735  0.28492
N  0.40000  -1.87825  -0.75101
H  -1.66474  1.68472  2.87504
H  1.01590  -3.55162  0.36457
H  0.06165  -0.72027  2.89910
H  -1.51646  2.67446  -0.06524
O  -1.12446  2.10915  -0.73712
O  -0.24174  0.05422  0.65142
H  1.38881  -1.66087  -0.79169
H  1.30100  -0.12005  -3.16404
H  -1.38142  1.20955  -3.17670
C  0.20538  -3.27644  -0.30041
H  -0.58999  2.58740  2.28335
O  -0.47068  1.40298  -3.40724
O  -0.76940  2.00398  3.02645
H  0.40771  -0.08099  1.34363
H  0.27007  -0.07232  4.18620
H  0.07737  -1.82186  -1.70961
O  1.74137  -0.02690  -2.31149
H  -0.07467  -0.82619  -0.09116

Computed properties:
LUMO level	0.0164	Eh
E_HOMO	-0.374	Ha
net charge	0
electronic energy	-554.4610	Ha

So, what does the Mulliken scheme give us? The charges, in e, come out as: 0.426 -0.633 0.308 0.305 0.278 0.282 -0.474 0.323 0.302 0.295 0.287 -0.661 -0.866 0.313 0.359 0.300 -0.840 0.266 -0.622 -0.602 0.218 0.345 0.283 -0.639 0.447